Entry 1:
Molecular formula: C4H9O2
Method: DFT, ωB97M-V with the def2-TZVPD basis set

Positions of all 15 atoms, in Å:
C: 2.09593 0.64407 0.49957
C: 2.40099 1.61351 -0.67917
O: 2.58687 2.79583 -0.30377
O: 2.40154 1.13363 -1.82879
H: 1.01431 0.66146 0.56300
H: 2.57610 0.94166 1.43538
H: 2.36373 -0.42056 0.43518
C: -2.39350 -1.32435 -0.52879
C: -1.55990 -0.53563 0.47179
H: -3.30017 -1.71216 -0.06400
H: -2.63994 -0.67642 -1.36629
H: -1.81837 -2.19162 -0.85771
H: -1.61023 0.54592 0.36500
H: -0.48899 -0.67731 0.32655
H: -1.62836 -0.79805 1.53203

Atomic forces in eV per Å
C 0.228 -0.600 0.309
C 0.617 -0.041 0.489
O -0.094 -0.059 -0.266
O -0.108 -0.055 -0.154
H -0.232 0.132 0.522
H -0.375 0.536 -0.047
H 0.059 0.156 -0.826
C 0.235 -0.077 0.644
C 1.388 0.312 0.420
H -0.193 0.142 -0.162
H -0.090 -0.273 -0.182
H -0.148 0.078 -0.271
H -0.601 0.084 0.126
H 0.026 -0.304 -0.478
H -0.712 -0.030 -0.124

Values from the calculation:
Spin multiplicity: 1
Energy above the lowest of the compared OMol25 structures with the same formula, charge and spin in kcal/mol: 11.41
Charge: -1
Largest force on an atom in eV Å⁻¹: 1.48
HOMO in eV: -3.802

Here are the natural (NBO) charges for atoms 1 to 5, given in e:
1. C -0.739
2. C 0.761
3. O -0.796
4. O -0.787
5. H 0.193

Entry 2:
Molecular formula: C24H27N5O4
Method: DFT, ωB97M-V with the def2-TZVPD basis set

Positions of all 60 atoms, in Å:
C: -4.94511 -3.12376 0.23981
C: -4.01106 -2.14144 0.95280
H: -4.42529 -1.89268 1.92670
H: -3.07507 -2.51093 1.01677
O: -4.13822 -1.01033 0.21914
C: -3.40104 -0.75131 -0.63652
O: -2.80874 -1.67923 -1.05444
N: -3.35437 0.64402 -1.22692
C: -4.12359 1.70574 -0.53905
H: -4.12303 1.37726 0.60342
C: -3.40280 3.21997 -0.59263
C: -1.93245 2.90683 -0.71262
N: -1.39364 1.97665 0.50171
C: -0.38063 2.68927 1.41073
O: 0.16462 3.63974 1.08992
C: -0.09148 1.57511 2.61461
N: 0.71259 0.30772 1.96752
N: 1.96549 0.46333 2.10182
C: 2.85011 -0.29157 1.43442
C: 2.15915 -1.44257 0.86037
C: 2.90303 -2.47488 0.00404
C: 2.21087 -3.36045 -0.48298
C: 0.93483 -3.37155 -0.70479
C: 0.10711 -2.48583 0.04318
C: 0.78250 -1.37173 0.39368
C: 0.05089 -0.50567 1.27950
O: -1.24956 -0.69876 1.29663
H: -0.86593 -2.35306 -0.27482
H: 0.39053 -4.28834 -1.24589
H: 2.95974 -4.24600 -1.06401
H: 4.03658 -2.33419 0.11003
C: 4.19495 -0.23753 1.53741
C: 4.87353 0.27813 0.38518
C: 5.91514 -0.53696 -0.21554
C: 6.41297 -0.00917 -1.39212
N: 5.98450 1.29132 -2.01165
C: 4.93207 1.71712 -1.68655
C: 4.31860 1.35139 -0.05184
H: 3.45938 1.91846 0.09887
H: 4.41031 2.68247 -1.98099
H: 7.37847 -0.49807 -1.70125
H: 6.25384 -1.18386 0.53806
H: 4.28030 0.52037 2.44779
H: 4.64462 -1.27758 2.03465
H: 0.55771 2.15711 3.11102
H: -0.76181 1.18696 2.98808
H: -1.68165 1.10858 0.82044
C: -1.28460 1.82018 -1.79451
C: -2.52071 1.10785 -2.35342
H: -2.27700 0.17379 -2.65154
H: -3.18226 1.55419 -3.02192
H: -1.14250 2.66253 -2.72114
H: -0.33456 1.45775 -1.67600
H: -1.24317 3.69173 -0.52859
H: -3.50619 3.42670 -1.43641
H: -3.58694 3.78531 0.41047
H: -5.10748 1.68746 -0.93006
H: -4.63654 -3.25588 -0.77509
H: -4.99042 -3.98320 0.69212
H: -5.86655 -2.76853 0.33243

Atomic forces in eV per Å
C 3.580 2.690 -1.232
C -4.207 -2.009 0.694
H 0.193 -0.124 0.222
H 3.220 -0.684 0.174
O -8.688 4.021 9.267
C 5.930 5.246 -9.143
O 4.670 -2.262 -4.310
N -1.454 -1.085 2.647
C 2.117 -0.207 3.233
H -0.421 0.919 -2.308
C 2.335 -7.364 13.030
C 4.107 -5.893 3.324
N 2.495 7.121 1.738
C -6.133 -9.979 -1.491
O 2.885 4.721 -0.115
C 11.410 4.996 -10.798
N -2.194 6.741 4.054
N 6.447 0.752 -0.772
C -9.819 -2.449 0.915
C 1.302 -1.065 -6.667
C 5.759 10.161 8.638
C 4.014 -10.167 -7.084
C -8.529 -2.907 0.531
C 2.441 -1.782 -5.340
C 3.022 0.818 6.361
C -7.067 -4.382 -3.958
O 3.153 1.890 1.014
H -2.365 -0.258 0.205
H 1.462 2.217 1.113
H -2.513 2.257 1.439
H -1.795 -1.040 -0.599
C 5.341 -0.653 7.437
C 0.388 -2.121 0.507
C -0.993 4.558 -2.175
C 1.496 -0.015 1.599
N 6.532 -6.190 -2.476
C -7.732 4.209 7.769
C 1.848 2.235 -8.391
H -1.180 0.558 1.187
H 1.030 -1.215 -0.565
H -1.218 1.065 -0.594
H 1.128 -1.689 -0.231
H 0.548 -1.310 -1.543
H -1.035 2.450 -1.491
H 2.554 0.918 2.774
H -12.466 -6.077 6.864
H -1.249 -2.020 0.444
C -5.693 8.037 -4.954
C 0.803 -1.896 4.255
H 1.322 -2.847 -2.336
H -0.484 1.398 -1.301
H 0.300 -2.134 1.683
H 1.727 -1.417 1.066
H 0.176 1.171 -0.551
H -3.441 5.392 -12.771
H -0.063 -0.553 -2.578
H -1.195 0.544 -0.176
H 0.079 -0.001 -0.593
H 0.210 -5.120 2.536
H -4.086 1.824 -0.174

Values from the calculation:
Spin multiplicity: 1
Structure (SMILES): CCOC(=O)N1CCC(NC(=O)Cn2nc(Cc3ccncc3)c3ccccc3c2=O)CC1
Energy above the lowest of the compared OMol25 structures with the same formula, charge and spin in kcal/mol: 503.77
Largest force on an atom in eV Å⁻¹: 16.49
HOMO in eV: -8.413

Here are the natural (NBO) charges for atoms 1 to 5, given in e:
1. C -0.609
2. C -0.046
3. H 0.178
4. H 0.210
5. O -0.470

Entry 3:
Molecular formula: C29H47FINO9
Method: DFT, ωB97M-V with the def2-TZVPD basis set

Positions of all 88 atoms, in Å:
C: -3.90446 1.29752 -2.34883
C: -3.34122 1.16403 -0.83394
C: -2.02863 0.18807 -0.81545
C: -0.69304 0.95092 -0.32497
C: -0.13339 0.39948 1.08707
C: 0.16789 -1.12006 1.28507
C: -0.01225 -2.21710 0.11097
C: 0.96336 -1.90113 -1.16510
O: 0.60414 -2.28045 -2.31089
I: 2.86320 -0.86669 -0.89832
C: 0.71297 -1.70325 2.63980
C: 0.97442 -0.76125 3.83137
C: 0.63781 0.73965 3.58910
C: 0.11704 1.37393 2.28459
C: -0.11601 2.94987 2.25108
C: -1.64968 3.40143 2.19179
C: -1.66010 4.93491 1.64131
F: -2.23623 3.47932 3.51925
C: 0.97955 1.35385 5.01233
O: 0.84433 2.53338 5.41122
N: 1.46633 0.29069 5.90744
C: 1.53555 -1.03072 5.29268
O: 1.95985 -2.12464 5.73199
H: -4.45460 0.33815 -2.67334
H: -4.62376 2.19593 -2.40558
H: -3.00478 1.45131 -3.05308
H: -4.16640 0.62947 -0.23774
H: -3.14052 2.16885 -0.33429
H: -1.93340 -0.18866 -1.90447
H: -2.31176 -0.69649 -0.14001
H: -0.86965 2.07148 -0.16743
H: 0.10843 0.75698 -1.12762
H: 0.34882 -3.24538 0.49859
H: -1.10063 -2.35912 -0.19344
H: 0.91282 -2.81934 2.73851
H: 0.34234 3.46466 3.17158
H: 0.46172 3.37299 1.34753
H: -2.30965 2.77611 1.50588
H: -1.90931 4.99620 0.52597
H: -0.59414 5.36507 1.75290
H: -2.33155 5.61453 2.27600
H: 2.21420 0.54138 6.56949
C: -2.84751 -3.77889 -2.13392
O: -3.92513 -3.41260 -2.97425
C: -3.65631 -3.64503 -4.35389
C: -4.91549 -4.10653 -5.08089
O: -5.31236 -5.44546 -4.77923
C: -5.84091 -5.68101 -3.47179
C: -7.20468 -5.04465 -3.22176
O: -7.07582 -3.63825 -3.03292
C: -8.18140 -2.91034 -3.53167
H: -2.01869 -3.07789 -2.24002
H: -3.20461 -3.74988 -1.10092
H: -2.50983 -4.79891 -2.34570
H: -2.87099 -4.39783 -4.48226
H: -3.31051 -2.69905 -4.78666
H: -4.69777 -4.10434 -6.15361
H: -5.74312 -3.41075 -4.93739
H: -5.11782 -5.40768 -2.70371
H: -5.96545 -6.76630 -3.40443
H: -7.63973 -5.45797 -2.30501
H: -7.86863 -5.27062 -4.06597
H: -8.41288 -3.20164 -4.56209
H: -7.91639 -1.85107 -3.53325
H: -9.05559 -3.05805 -2.89002
C: 5.32604 1.48196 3.75058
O: 6.36347 1.55110 2.79045
C: 6.20703 0.60607 1.73689
C: 6.67349 1.19721 0.40785
O: 5.79194 2.18274 -0.13966
C: 5.73984 3.43861 0.54229
C: 7.01510 4.26799 0.42876
O: 8.03704 3.73437 1.26530
C: 9.33386 3.89217 0.72255
H: 5.42147 0.57307 4.34577
H: 5.41456 2.35052 4.40742
H: 4.34171 1.51812 3.27087
H: 5.16281 0.28776 1.64274
H: 6.81971 -0.26859 1.98456
H: 6.69421 0.38614 -0.32737
H: 7.69408 1.57664 0.46951
H: 5.43140 3.30679 1.57912
H: 4.93695 3.99788 0.05167
H: 6.81832 5.29140 0.76701
H: 7.33673 4.29383 -0.62033
H: 9.37434 3.53507 -0.31240
H: 10.02418 3.28750 1.31407
H: 9.64371 4.94049 0.77470

Atomic forces in eV per Å
C 0.377 0.361 0.524
C -0.451 -1.248 -0.467
C -1.166 0.662 -0.058
C 0.425 -0.997 0.830
C 0.884 -1.109 2.368
C 0.652 0.883 2.415
C 1.270 0.680 0.914
C -3.118 -2.026 -3.514
O 1.801 1.762 4.883
I -0.731 -0.400 0.072
C -0.505 3.428 0.064
C -1.856 1.180 -4.189
C 0.377 -2.588 -0.252
C 0.688 -3.103 1.159
C 0.004 -0.618 -0.033
C 0.253 2.182 -0.436
C 0.852 -0.013 0.305
F 0.991 -0.728 -1.889
C -0.480 2.185 0.308
O 0.690 -3.963 -1.413
N 0.414 -0.866 -1.525
C 0.249 -0.883 -1.071
O -1.447 4.291 -1.136
H 0.890 1.496 0.596
H 1.102 -1.454 -0.124
H -1.518 -0.061 0.938
H 1.206 1.004 -0.682
H -0.222 -1.268 -0.884
H 0.192 0.425 1.868
H 0.740 1.341 -1.005
H 0.267 -1.646 -0.595
H -1.005 0.626 1.312
H -0.436 1.704 -0.510
H 1.682 0.426 -0.031
H -0.297 1.718 -0.235
H -0.724 -1.058 -1.238
H -1.149 -0.650 1.199
H 0.851 0.476 1.368
H 0.134 -0.147 1.626
H -1.640 -0.629 -0.139
H 0.724 -1.262 -1.095
H -0.890 -0.102 -0.223
C -0.329 0.162 0.041
O 0.165 -0.359 0.022
C -0.444 0.173 0.132
C 0.146 -0.091 -0.106
O -0.029 0.256 0.247
C -0.158 -0.152 -0.168
C 0.414 0.261 0.208
O -0.099 -0.025 -0.429
C 0.221 -0.006 0.210
H 0.253 -0.046 -0.054
H -0.051 0.057 -0.097
H 0.104 0.029 -0.035
H -0.027 -0.016 0.051
H 0.062 -0.076 -0.225
H 0.074 -0.125 0.081
H 0.099 0.047 0.240
H -0.126 0.242 0.049
H -0.053 0.063 -0.139
H -0.048 -0.263 -0.067
H 0.063 0.043 0.032
H -0.096 -0.044 0.031
H 0.018 -0.103 0.108
H -0.142 0.022 -0.130
C 0.294 0.184 -0.085
O -0.444 0.033 -0.109
C 0.419 0.371 -0.025
C -0.173 -0.148 -0.035
O 0.202 -0.008 0.314
C -0.038 0.100 -0.257
C -0.043 -0.263 0.462
O 0.081 -0.178 -0.402
C -0.150 -0.020 0.259
H -0.168 -0.145 0.124
H 0.099 -0.106 -0.065
H -0.054 -0.094 0.010
H -0.035 0.050 0.014
H -0.061 -0.150 -0.194
H -0.153 0.045 0.028
H -0.068 0.056 0.251
H 0.263 0.016 0.085
H 0.098 -0.068 -0.110
H -0.178 0.096 -0.192
H -0.008 -0.038 0.069
H 0.015 0.103 -0.040
H -0.112 0.097 0.046
H 0.116 0.009 -0.153

Values from the calculation:
Spin multiplicity: 1
Structure (SMILES): CCCCc1c(CC(=O)I)cc2c(c1C[C@H](C)F)C(=O)NC2=O.COCCOCCOC.COCCOCCOC
Largest force on an atom in eV Å⁻¹: 5.49
HOMO in eV: -9.219

Here are the Löwdin charges for atoms 1 to 5, given in e:
1. C -0.130
2. C -0.236
3. C -0.183
4. C -0.130
5. C -0.063

Entry 4:
Molecular formula: C24H24CoF3N4O3PS
Method: DFT, ωB97M-V with the def2-TZVPD basis set

Positions of all 61 atoms, in Å:
Co: 0.06218 -1.41574 0.75987
O: -1.65519 -1.53059 4.10370
S: -1.42632 -1.19652 2.74806
O: -0.25241 -0.32350 2.42776
O: -1.19887 -2.38119 1.79952
C: -2.81986 -0.34290 2.08909
C: -3.88355 -0.05314 2.92458
C: -4.98800 0.60475 2.40098
C: -5.02203 0.94681 1.05830
C: -3.95278 0.64023 0.22804
C: -2.82861 0.00190 0.74026
P: -1.48446 -0.41111 -0.40958
C: -2.31679 -1.36383 -1.68109
C: -2.94480 -2.53805 -1.26122
C: -3.64677 -3.30283 -2.17541
C: -3.73101 -2.89705 -3.50127
C: -3.12635 -1.71911 -3.91241
C: -2.41843 -0.94495 -3.00467
C: -0.84582 1.13094 -1.06735
C: 0.03125 1.08804 -2.15507
C: 0.59825 2.25995 -2.62579
C: 0.30619 3.47139 -2.00946
C: -0.54893 3.51219 -0.91841
C: -1.12517 2.34335 -0.44113
H: -3.84272 -0.34840 3.96402
H: -5.82599 0.83718 3.04368
H: -5.88901 1.44613 0.64712
H: -3.99902 0.89070 -0.82537
H: -2.88141 -2.85529 -0.22735
H: -4.12666 -4.21672 -1.85267
H: -4.27721 -3.49926 -4.21499
H: -3.20531 -1.39689 -4.94192
H: -1.96483 -0.02027 -3.33295
H: 0.28577 0.14276 -2.61795
H: 1.27085 2.22706 -3.47261
H: 0.74783 4.38584 -2.38312
H: -0.77382 4.45425 -0.43661
H: -1.79027 2.38351 0.41141
C: 6.14311 0.02013 0.87318
C: 5.41481 1.13845 1.61152
C: 4.83954 0.65332 2.93855
C: 4.35023 1.80093 0.73526
N: 3.29214 0.86949 0.32460
C: 2.20124 0.48329 0.96557
N: 1.61026 -0.42735 0.21624
N: 2.36693 -0.59246 -0.88869
N: 3.37048 0.18753 -0.83333
H: 6.96158 -0.35957 1.48402
H: 6.55849 0.36550 -0.07419
H: 5.47716 -0.81975 0.66242
H: 6.12898 1.94030 1.82063
H: 4.16485 -0.19537 2.79560
H: 4.30044 1.44482 3.46411
H: 5.63976 0.30818 3.59201
H: 4.78040 2.18154 -0.18882
H: 3.86458 2.62268 1.26085
H: 1.85037 0.85053 1.91549
F: 0.61387 -2.53789 -1.75359
C: 0.41747 -2.82078 -0.45915
F: -0.44813 -3.83884 -0.39972
F: 1.59152 -3.28428 0.05942

Atomic forces in eV per Å
Co 0.146 -0.243 -0.175
O 0.022 0.046 0.007
S 0.055 -0.594 -0.307
O 0.057 -0.076 -0.004
O -0.249 0.774 0.473
C 0.044 -0.061 0.036
C 0.001 -0.013 0.016
C -0.006 -0.003 0.009
C -0.024 0.012 -0.014
C 0.010 0.003 -0.012
C -0.067 0.045 -0.046
P 0.075 -0.225 0.071
C -0.011 0.029 -0.013
C -0.012 -0.039 -0.044
C 0.007 0.001 0.042
C -0.007 0.004 -0.006
C 0.010 0.023 -0.008
C 0.008 -0.015 -0.020
C 0.044 -0.008 -0.033
C 0.014 0.022 0.043
C 0.012 -0.003 -0.006
C 0.004 -0.005 -0.012
C -0.008 -0.002 0.023
C 0.005 0.038 -0.021
H 0.006 0.000 -0.005
H -0.001 0.002 -0.006
H 0.001 -0.001 0.007
H 0.001 0.006 0.005
H 0.025 -0.014 0.004
H 0.001 0.002 -0.006
H 0.001 0.001 0.002
H -0.001 -0.004 0.004
H 0.010 0.000 0.007
H 0.006 -0.027 -0.011
H -0.001 -0.001 0.006
H -0.001 -0.002 0.000
H 0.003 0.002 -0.007
H 0.003 -0.007 0.004
C 0.006 0.001 0.009
C -0.018 -0.032 -0.005
C 0.003 0.000 -0.006
C -0.006 -0.004 -0.001
N 0.086 0.087 -0.017
C -0.075 0.052 0.024
N -0.020 0.054 0.003
N 0.086 0.205 -0.043
N -0.033 -0.093 0.069
H -0.002 0.002 -0.006
H 0.000 -0.006 0.002
H 0.000 0.009 0.000
H -0.003 0.007 -0.005
H -0.004 0.007 -0.001
H 0.001 -0.006 0.002
H -0.001 0.003 -0.001
H -0.007 -0.005 -0.012
H -0.020 -0.003 -0.005
H 0.020 -0.013 -0.005
F -0.041 -0.057 0.025
C -0.126 0.089 0.075
F -0.026 0.012 -0.058
F -0.001 0.023 -0.045

Values from the calculation:
Spin multiplicity: 1
Energy above the lowest of the compared OMol25 structures with the same formula, charge and spin in kcal/mol: 0.00
Charge: +1
Largest force on an atom in eV Å⁻¹: 0.94
HOMO (alpha / beta) in eV: -12.349 / -12.349

Here are the natural (NBO) charges for atoms 1 to 5, given in e:
1. Co 0.783
2. O -0.866
3. S 2.381
4. O -0.994
5. O -0.910

Q: Which of these has the lowest largest force on an atom?
A: C24H24CoF3N4O3PS